Here is an isolated ion of composition C3H5O3S3 and charge -1 in a non-equilibrium geometry from the Open Molecules 2025 dataset. Energies are from ωB97M-V with the def2-TZVPD basis set.

XYZ file:
```
14
Properties=species:S:1:pos:R:3
S -0.54665 -1.38781 1.48722
S -3.23162 0.47762 -0.22661
S -1.65260 -1.35170 -1.76689
O -2.85933 -1.97440 -2.18753
O -1.03553 -0.47034 -2.81446
O -0.65813 -2.37340 -1.29826
C -1.86989 -0.25635 -0.41454
C 0.60287 0.22642 -0.63921
C -0.47680 0.14522 0.36403
H -0.53003 -2.04089 0.38835
H -0.57281 0.95435 1.02136
H 1.21940 1.00706 -0.45468
H 0.05786 0.15600 -1.63245
H 1.19145 -0.74685 -0.73600
```

Results
Net charge ... -1
Relative energy (zero: lowest compared OMol25 entry of this formula, charge and spin) ... 62.0 kJ/mol
LUMO level ... 3.0 eV
SMILES ... C[C@H](S)C(=S)S(=O)(=O)[O-]
Orbital gap ... 7.940 eV